# C15H15NO6S2

C15H15NO6S2 as an isolated structure in a non-equilibrium geometry (ωB97M-V with the def2-TZVPD basis set, the Open Molecules 2025 dataset).

The geometry in ORCA input format:
```
! RIJCOSX wB97M-V def2-TZVPD def2/J DEFGRID3
* xyz 0 1
C 3.12304 -0.91806 3.15801
H 2.33868 -1.43250 3.64173
H 3.31541 -0.04889 3.49588
H 4.00467 -1.68672 3.01035
O 2.81352 -0.91675 1.76377
C 1.76235 0.14687 1.78887
O 1.33950 0.84799 2.78603
C 1.23933 0.13621 0.26923
H 2.13525 0.40674 -0.25970
H 0.92980 -0.69872 -0.11730
C -0.02273 1.31356 0.16850
N -1.05628 0.97763 1.03485
S -1.59941 -0.44128 0.79931
O -3.22350 -0.06083 1.24667
O -1.46503 -1.10153 -0.40221
C -1.01950 -1.23884 2.27824
C -0.11787 -2.37420 2.01287
C 0.16298 -2.90368 3.35661
C -0.53042 -2.28363 4.23769
S -1.40643 -0.82754 3.88628
H -0.27245 -2.53457 5.40521
H 0.64601 -3.73408 3.59168
H -0.10674 -2.79976 1.13720
H -0.84726 1.54696 2.03018
C -0.52268 1.14304 -1.39792
C -1.60837 2.00389 -1.64772
C -1.95448 2.09123 -2.87275
C -1.58489 1.53581 -3.90548
C -0.13201 1.03479 -3.56278
C 0.41311 0.93117 -2.43251
H 1.21909 0.32427 -2.31515
O 0.35392 0.39228 -4.87997
C -0.68785 0.87536 -5.85346
O -1.59257 1.49142 -5.22104
H -0.94029 -0.08190 -6.29219
H -0.40111 1.54418 -6.60280
H -3.10827 2.39775 -3.07505
H -2.13195 2.63078 -0.63684
H 0.53545 2.31156 0.37572
*
```

Computed properties:
- E_LUMO: -0.0097 eV
- E_HOMO: -8.124 eV